Record 1
This record from the Open Molecules 2025 dataset describes 10 unconnected molecules or ions with the total composition C38H78O11. The level of theory is ωB97M-V with the def2-TZVPD basis set.

- HOMO level (hartree) = -0.33261
- LUMO level (eV) = 0.53
- largest force on an atom (Eh/bohr) = 0.0569
- charge = 0
- Kohn-Sham gap (eV) = 9.59
- energy above the lowest of the compared OMol25 structures with the same formula, charge and spin (kcal/mol) = 2.3
- structure (SMILES) = C1CCOC1.C1CCOC1.C1CCOC1.C1CCOC1.C1CCOC1.C1CCOC1.C1CCOC1.C1CCOC1.C1CCOC1.OCCO

Cartesian coordinates (Å):
C -3.159 -4.726 3.218
C -2.103 -5.158 2.281
O -2.649 -5.761 1.107
O -2.629 -4.067 4.362
H -3.696 -5.648 3.595
H -3.858 -4.095 2.667
H -1.503 -5.876 2.890
H -1.542 -4.288 1.890
H -1.959 -5.717 0.443
H -3.359 -3.650 4.794
C -4.238 0.701 3.335
C -3.182 0.209 2.402
C -3.113 -1.295 2.693
O -4.141 -1.588 3.614
C -5.075 -0.506 3.540
H -4.778 1.562 2.947
H -3.825 0.964 4.289
H -2.199 0.662 2.449
H -3.598 0.347 1.405
H -2.135 -1.517 3.164
H -3.190 -1.906 1.810
H -5.733 -0.429 4.391
H -5.760 -0.671 2.694
C 6.851 -1.247 1.374
C 6.224 -1.662 0.022
C 4.787 -1.219 0.105
O 4.409 -1.213 1.503
C 5.613 -0.840 2.205
H 7.413 -0.300 1.249
H 7.596 -2.005 1.700
H 6.275 -2.725 -0.172
H 6.758 -1.160 -0.755
H 4.144 -1.900 -0.367
H 4.475 -0.265 -0.435
H 5.586 -1.349 3.178
H 5.593 0.241 2.466
C 3.871 0.092 -6.229
C 2.717 0.283 -7.153
C 2.011 -1.058 -7.012
O 2.283 -1.546 -5.689
C 3.215 -0.631 -5.119
H 4.387 0.944 -5.843
H 4.605 -0.553 -6.759
H 3.060 0.488 -8.180
H 2.036 1.036 -6.780
H 2.279 -1.811 -7.702
H 0.926 -0.925 -7.131
H 3.970 -1.163 -4.631
H 2.723 0.102 -4.399
C 2.114 0.988 4.490
C 1.471 0.097 5.545
C 0.257 -0.437 4.698
O -0.218 0.707 3.995
C 0.921 1.515 3.696
H 2.721 0.341 3.828
H 2.777 1.721 4.936
H 1.165 0.588 6.423
H 1.983 -0.777 5.875
H -0.516 -0.877 5.300
H 0.575 -1.200 3.938
H 0.597 2.549 3.836
H 1.087 1.347 2.632
C -3.954 -1.845 -1.802
C -4.034 -0.369 -1.403
C -5.375 -0.228 -0.716
O -5.944 -1.553 -0.470
C -4.880 -2.456 -0.717
H -2.915 -2.238 -1.669
H -4.388 -2.178 -2.762
H -3.820 0.385 -2.142
H -3.245 -0.222 -0.696
H -6.157 0.400 -1.255
H -5.108 0.254 0.258
H -5.308 -3.416 -1.012
H -4.244 -2.516 0.201
C -2.252 3.357 1.194
C -3.514 4.067 0.756
C -3.813 3.463 -0.611
O -3.057 2.304 -0.678
C -1.853 2.544 -0.014
H -2.465 2.677 2.016
H -1.449 4.112 1.486
H -3.434 5.168 0.636
H -4.306 3.857 1.413
H -3.480 4.216 -1.281
H -4.848 3.221 -0.757
H -1.146 3.133 -0.597
H -1.435 1.575 0.344
C -1.747 0.661 -4.036
C -1.470 2.015 -3.508
C 0.054 2.084 -3.177
O 0.615 1.035 -4.019
C -0.413 0.463 -4.820
H -2.559 0.630 -4.825
H -1.844 -0.120 -3.327
H -2.128 2.401 -2.675
H -1.568 2.712 -4.322
H 0.456 1.794 -2.210
H 0.463 2.993 -3.526
H -0.169 -0.550 -4.982
H -0.463 0.951 -5.766
C 1.124 -2.918 -0.487
C 0.989 -2.092 0.852
C 0.151 -0.880 0.465
O -0.568 -1.301 -0.698
C 0.232 -2.115 -1.472
H 0.739 -3.893 -0.410
H 2.117 -3.060 -0.852
H 1.921 -1.799 1.356
H 0.348 -2.591 1.590
H 0.835 -0.048 0.214
H -0.543 -0.512 1.162
H 0.745 -1.492 -2.212
H -0.416 -2.788 -2.084
C 4.341 3.884 1.517
C 4.568 3.569 0.080
C 3.159 3.589 -0.510
O 2.341 3.026 0.523
C 2.907 3.461 1.803
H 4.424 4.938 1.724
H 5.038 3.482 2.169
H 4.826 2.485 0.010
H 5.299 4.179 -0.452
H 3.133 3.032 -1.414
H 2.801 4.612 -0.691
H 2.947 2.512 2.292
H 2.423 4.217 2.377

Record 2
This record from the Open Molecules 2025 dataset describes 3 unconnected molecules or ions with the total composition C38H78O5. The level of theory is ωB97M-V with the def2-TZVPD basis set.

- HOMO level (hartree) = -0.36960
- LUMO level (eV) = 0.35
- largest force on an atom (Eh/bohr) = 0.0966
- charge = 0
- Kohn-Sham gap (eV) = 10.41
- structure (SMILES) = CCCCCCCCCCCCCC(=O)O[C@](CCC(C)C)(CC(=O)O)OCCCC.CCCCCC.CCCCCC

Cartesian coordinates (Å):
C 8.735 -3.152 1.272
C 8.363 -1.911 0.322
C 9.611 -1.020 -0.157
C 10.825 -0.937 0.894
C 10.418 -0.370 2.337
C 9.397 0.890 2.280
C 10.090 2.252 1.786
C 9.673 2.726 0.312
C 8.073 2.829 0.113
C 7.318 3.513 1.367
C 5.937 4.256 0.923
C 4.883 3.081 0.638
C 3.352 3.592 0.487
C 2.757 3.248 -0.984
O 3.593 3.462 -1.907
O 1.428 2.864 -1.256
C 1.238 1.403 -1.251
C 1.287 0.969 0.280
C 0.342 1.899 1.227
C 0.409 1.473 2.776
C -0.443 0.110 2.990
C -0.391 2.614 3.617
C 2.329 0.652 -2.197
C 3.519 -0.043 -1.406
O 4.686 0.383 -1.560
O 3.370 -1.188 -0.550
O -0.016 1.232 -1.923
C -0.849 0.180 -1.447
C -0.283 -1.315 -1.558
C -1.198 -2.430 -0.846
C -0.211 -3.343 0.071
H 8.002 -4.012 1.043
H 9.774 -3.560 1.033
H 8.612 -2.806 2.354
H 7.597 -1.275 0.884
H 7.846 -2.301 -0.628
H 9.997 -1.350 -1.188
H 9.205 0.048 -0.313
H 11.686 -0.309 0.451
H 11.244 -1.995 1.010
H 11.376 0.041 2.835
H 10.042 -1.185 3.063
H 9.076 1.068 3.374
H 8.452 0.605 1.704
H 9.838 3.109 2.507
H 11.233 2.118 1.853
H 10.109 1.980 -0.437
H 10.202 3.728 0.113
H 7.882 3.425 -0.841
H 7.712 1.759 -0.098
H 7.998 4.174 1.996
H 6.996 2.634 2.047
H 6.186 4.728 -0.103
H 5.595 5.040 1.673
H 4.923 2.387 1.563
H 5.262 2.499 -0.263
H 3.395 4.736 0.587
H 2.769 3.103 1.329
H 0.981 -0.102 0.509
H 2.338 1.084 0.749
H 0.665 3.007 1.192
H -0.753 1.888 0.917
H 1.481 1.383 3.166
H 0.019 -0.488 3.848
H -0.494 -0.469 2.005
H -1.492 0.418 3.361
H 0.110 3.635 3.545
H -1.492 2.681 3.319
H -0.380 2.323 4.730
H 2.771 1.361 -2.991
H 1.841 -0.183 -2.831
H 3.873 -1.056 0.281
H -1.254 0.298 -0.374
H -1.801 0.193 -2.105
H -0.178 -1.574 -2.680
H 0.786 -1.438 -1.136
H -2.076 -2.005 -0.252
H -1.546 -3.140 -1.686
H 0.267 -2.680 0.876
H -0.751 -4.242 0.530
H 0.670 -3.714 -0.577
C -8.220 0.935 -1.956
C -7.231 1.393 -0.894
C -5.771 1.167 -1.291
C -5.372 -0.295 -1.510
C -5.604 -1.220 -0.314
C -4.787 -0.836 0.911
H -8.152 -0.140 -2.138
H -9.243 1.151 -1.636
H -8.045 1.457 -2.902
H -7.451 0.890 0.054
H -7.381 2.463 -0.716
H -5.127 1.611 -0.526
H -5.565 1.723 -2.214
H -4.311 -0.326 -1.783
H -5.914 -0.695 -2.374
H -5.332 -2.240 -0.608
H -6.666 -1.250 -0.053
H -3.717 -0.843 0.683
H -4.964 -1.548 1.721
H -5.054 0.157 1.280
C -11.771 -0.797 -0.308
C -10.716 -1.810 -0.733
C -10.793 -2.175 -2.216
C -12.096 -2.847 -2.658
C -12.448 -4.137 -1.915
C -11.423 -5.245 -2.112
H -12.783 -1.187 -0.439
H -11.649 -0.546 0.749
H -11.679 0.126 -0.887
H -10.799 -2.709 -0.113
H -9.727 -1.387 -0.530
H -9.945 -2.824 -2.462
H -10.655 -1.264 -2.813
H -12.027 -3.063 -3.731
H -12.926 -2.142 -2.549
H -13.418 -4.492 -2.279
H -12.576 -3.941 -0.846
H -11.311 -5.488 -3.173
H -11.741 -6.151 -1.590
H -10.443 -4.964 -1.719